Computed, not measured: C12H18KO9 as an isolated structure, with wB97M-V/def2-TZVPD.

Its lowest unoccupied orbital energy is -2.33 eV. The value obtained for the HOMO-LUMO gap is 11.41 eV. The value obtained for the calculated total energy is -1745.013517 Eh. The energy relative to the best compared isomer or geometry (same formula, charge and spin) comes out at 2.011 eV. The highest occupied orbital energy comes out at -13.743 eV.

Structure (ORCA input):
```
! wB97M-V def2-TZVPD RIJCOSX def2/J DEFGRID3
* xyz 1 1
K 1.3492 2.0252 1.4780
C -4.6149 1.7524 -1.6914
C -3.1448 2.3182 -1.6147
C -3.1095 3.8572 -1.4387
O -2.1749 4.0277 -0.3869
C -2.0810 2.9112 0.3024
O -1.4796 2.7949 1.3909
O -2.6633 1.9872 -0.3862
H -5.1295 1.8901 -2.6424
H -5.3624 2.1363 -0.9972
H -4.6329 0.6628 -1.7152
H -2.5315 1.9243 -2.4251
H -4.1132 4.1354 -1.1175
H -2.9690 4.4631 -2.3339
C 0.9341 -0.4793 -5.2752
C 0.1133 -0.2188 -4.0221
C 0.1465 -1.2079 -2.8684
O 0.3456 -0.5318 -1.7270
C 0.7746 0.6961 -2.1092
O 1.1244 1.6165 -1.3778
O 0.5668 0.9347 -3.4307
H 0.8212 0.3830 -5.9323
H 0.5783 -1.4065 -5.7246
H 1.9893 -0.6411 -5.0550
H -0.9196 0.0425 -4.2521
H 0.9014 -1.9702 -3.0614
H -0.8381 -1.6657 -2.7735
C 1.6968 -3.2519 5.6285
C 2.8219 -2.2453 5.2919
C 3.9858 -2.8268 4.4047
O 3.9319 -2.0966 3.2240
C 2.8240 -1.3093 3.2223
O 2.4766 -0.5824 2.3152
O 2.1489 -1.4338 4.3316
H 1.3808 -3.9633 4.8655
H 0.8619 -2.6797 6.0331
H 2.0360 -3.8345 6.4850
H 3.2028 -1.6545 6.1250
H 3.8654 -3.9012 4.2659
H 4.8867 -2.6581 4.9946
*
```